[1]
Below is a molecular structure, CH3BrNO2S, with properties calculated with wB97M-V/def2-TZVPD.

Frontier orbital gap (eV): 7.36
Electronic energy (eV): -87547.87066
Total charge: -1
F_max (eV/A): 4.5

Geometry as XYZ:
```
9
Properties=species:S:1:pos:R:3:forces:R:3
C -0.64730 -1.45260 -1.12305 1.1 0.3 -1.9
N -0.04324 0.30482 0.60680 4.5 -0.6 -0.1
O 1.96573 -0.77559 -0.64187 -1.6 -0.6 1.2
O 0.73677 -2.09805 1.10571 0.0 -0.4 0.3
S 0.68806 -1.20558 -0.01013 0.2 3.1 -1.3
Br -0.43010 -3.40034 -1.74433 0.0 0.5 -0.1
H -0.22782 -0.77296 -2.04955 -1.0 -1.8 1.9
H -0.04507 0.97558 -0.13119 0.2 0.4 -0.6
H -0.94432 0.08103 0.79494 -3.4 -0.9 0.7
```
Forces are in eV/Å.

natural (NBO) atomic charge list, values in e, 8 entries: C -0.90; N -1.04; O -0.99; O -0.96; S 2.17; Br -0.19; H 0.18; H 0.36

[2]
Below is 12 unconnected molecules or ions with the total composition C36H84N12O12, with properties calculated with wB97M-V/def2-TZVPD.

Frontier orbital gap (eV): 9.35
Electronic energy (eV): -81139.87604
Total charge: 0
F_max (eV/A): 3.6
SMILES: CN(C)C=O.CN(C)C=O.CN(C)C=O.CN(C)C=O.CN(C)C=O.CN(C)C=O.CN(C)C=O.CN(C)C=O.CN(C)C=O.CN(C)C=O.CN(C)C=O.CN(C)C=O

Geometry as XYZ:
```
144
Properties=species:S:1:pos:R:3:forces:R:3
C -4.49183 9.10968 -5.03407 0.4 0.8 0.7
N -4.07774 7.80402 -4.63529 -2.7 -0.7 0.6
C -2.68529 7.57409 -4.50394 0.5 0.5 -0.1
C -4.98201 6.81613 -4.42655 1.6 -3.1 -0.7
O -4.61774 5.61757 -4.37881 -0.9 2.0 0.5
H -3.97605 9.75843 -4.32611 0.0 0.7 -0.3
H -5.55750 9.30933 -4.92196 0.0 -0.4 -0.1
H -4.18304 9.33147 -6.05563 0.0 0.1 -0.1
H -2.27302 8.31449 -3.81842 0.1 0.2 0.2
H -2.48687 6.58990 -4.07954 0.0 0.0 -0.6
H -2.28143 7.81498 -5.48730 0.8 -0.7 0.0
H -6.06118 7.03025 -4.38492 0.3 0.6 -0.1
C -9.54231 1.33690 6.82096 0.9 -0.7 -0.5
N -8.25639 1.06996 6.13882 -2.5 1.6 -1.7
C -8.30959 1.58304 4.74784 1.9 -0.1 0.7
C -7.22209 0.47303 6.68905 2.1 -0.7 0.5
O -6.10674 0.28641 6.19822 -1.1 0.2 0.1
H -9.86112 2.34508 6.55629 0.1 0.1 0.4
H -9.42492 1.18907 7.89448 -0.2 0.1 -0.1
H -10.27984 0.66674 6.37932 -0.2 -0.1 0.4
H -8.96588 1.01349 4.08982 -0.2 0.1 0.3
H -8.49477 2.65682 4.77598 -0.6 -0.1 -0.1
H -7.29800 1.53796 4.34440 0.0 -0.4 -0.1
H -7.44461 0.14080 7.71487 0.0 0.0 0.1
C 0.50889 -4.30732 7.64278 -0.3 1.3 -0.4
N 0.21451 -5.53552 8.29634 0.4 -1.2 1.0
C 1.19933 -6.55680 7.93155 -0.2 -0.2 -0.6
C -0.93851 -5.78731 8.99324 -0.3 -2.4 -0.7
O -1.41741 -6.93142 9.17487 1.3 2.9 0.0
H 1.51850 -3.92535 7.79406 0.3 -0.5 0.2
H -0.10960 -3.46155 7.94318 -0.5 -0.3 0.1
H 0.37437 -4.45836 6.57173 0.0 0.2 -0.2
H 1.18529 -7.50468 8.46953 -0.3 0.5 0.5
H 1.09090 -6.85101 6.88762 -0.2 0.1 -0.3
H 2.17895 -6.08101 7.97707 0.1 -0.2 0.3
H -1.40070 -4.84618 9.32917 -0.3 -0.2 0.0
C 11.13969 -4.96439 5.09806 0.1 0.3 -0.1
N 10.32899 -4.44407 4.00542 1.1 0.0 -0.4
C 11.02439 -4.55745 2.74635 -0.3 -0.4 -0.9
C 9.06651 -4.01104 4.04180 -1.1 0.6 -0.8
O 8.39772 -3.63559 3.06486 1.0 -0.6 1.6
H 11.94118 -4.25352 5.29905 -0.1 0.2 0.3
H 11.66320 -5.85641 4.75405 -0.3 -0.3 0.0
H 10.59540 -5.20464 6.01135 -0.2 0.2 -0.2
H 10.49903 -4.05226 1.93587 -0.2 -0.1 0.3
H 12.04384 -4.17189 2.73310 0.0 0.0 0.5
H 11.04791 -5.62731 2.53912 0.3 -0.1 -0.5
H 8.71137 -4.00995 5.08396 -0.4 0.1 -0.1
C 2.79296 -4.97253 -10.36835 0.0 -0.2 1.0
N 3.20501 -4.58955 -11.68041 -0.3 -2.9 -0.2
C 2.94122 -3.26036 -12.07541 0.8 0.2 -1.1
C 3.88227 -5.53895 -12.41791 2.2 2.1 -1.4
O 4.62142 -5.27343 -13.39348 -2.2 -0.7 1.8
H 3.50954 -4.63303 -9.62045 0.1 0.2 0.2
H 2.76579 -6.05563 -10.24902 -0.2 0.0 -0.2
H 1.82740 -4.55736 -10.07954 -0.1 0.0 -0.2
H 1.88648 -3.00552 -11.97197 0.1 0.1 0.5
H 3.64307 -2.64118 -11.51675 -0.4 0.8 -0.2
H 3.15211 -3.24173 -13.14465 0.3 0.5 0.0
H 3.86110 -6.54376 -11.96835 -0.2 0.1 -0.1
C -7.42863 -5.20260 -6.08872 0.7 -1.2 -1.8
N -8.60306 -5.93331 -6.69767 1.0 1.3 0.8
C -8.77831 -7.33258 -6.55092 -0.5 -1.5 1.7
C -9.59849 -5.24602 -7.26345 -1.8 0.4 -0.7
O -10.64619 -5.70115 -7.75186 1.8 0.3 0.8
H -7.52802 -4.17716 -5.73281 -0.8 -0.2 -0.3
H -6.73791 -5.25072 -6.93056 0.5 0.8 0.1
H -6.83825 -5.73124 -5.34033 -0.9 -0.5 0.4
H -9.42520 -7.44048 -5.68029 -0.7 -0.4 -0.1
H -9.23225 -7.84277 -7.40048 0.1 0.4 0.0
H -7.93406 -7.91776 -6.18636 0.7 0.6 -0.6
H -9.40996 -4.16184 -7.22880 0.0 0.1 -0.1
C 3.26845 6.31335 -0.63684 0.3 -1.9 1.3
N 4.39822 6.96253 -1.23159 -1.7 -0.8 -1.9
C 5.00043 6.35110 -2.38828 0.2 0.5 -1.3
C 4.96808 7.95118 -0.59820 0.9 0.4 1.5
O 5.94023 8.53078 -0.99300 1.2 1.2 -0.3
H 2.54802 5.78121 -1.25805 0.4 0.4 -0.8
H 2.66149 6.86675 0.07972 0.5 0.6 -0.2
H 3.79080 5.53341 -0.08281 -0.8 -0.7 0.6
H 5.85178 6.92336 -2.75685 0.1 0.2 0.6
H 5.34625 5.32683 -2.24913 -0.3 -0.1 0.4
H 4.33357 6.40018 -3.24910 -0.4 -0.4 0.1
H 4.58172 8.06667 0.42629 -0.4 0.5 0.0
C -1.55018 -0.30114 0.60976 0.4 -1.5 -0.6
N -0.76900 -0.83558 -0.53326 1.6 1.7 0.8
C 0.66256 -1.02531 -0.22414 -0.8 0.0 0.2
C -1.36723 -1.19728 -1.66667 0.1 -1.3 -1.7
O -0.89080 -1.85963 -2.60267 -0.4 1.2 1.5
H -1.19139 0.51221 1.24050 0.5 0.7 -1.1
H -1.43465 -1.11663 1.32372 -1.2 -0.3 0.3
H -2.54151 -0.11679 0.19578 -0.1 -0.1 0.8
H 0.62302 -1.51635 0.74819 0.7 -0.4 0.0
H 1.23495 -1.56776 -0.97661 -0.5 -0.2 0.1
H 1.17006 -0.07253 -0.07326 -0.2 0.2 -0.1
H -2.41885 -0.87145 -1.67789 -0.1 0.0 -0.1
C -4.20380 6.31095 7.74176 0.7 0.3 1.0
N -4.60655 6.49703 9.11534 -1.2 0.8 1.8
C -3.64762 6.18466 10.18724 0.9 -1.3 -1.5
C -5.89529 6.78954 9.48302 0.8 -1.3 -1.4
O -6.31887 6.64526 10.59226 -0.5 0.4 1.4
H -4.17486 5.25921 7.45698 -0.5 -0.1 -0.2
H -3.15447 6.60592 7.74062 0.0 0.4 -0.7
H -4.84414 6.95073 7.13451 0.3 -0.3 -0.4
H -3.84580 6.31917 11.25060 -0.8 0.7 -0.6
H -3.43979 5.12011 10.07932 0.1 -0.4 0.2
H -2.70546 6.63548 9.87549 0.1 0.4 0.4
H -6.56706 7.01852 8.64131 0.2 0.3 -0.2
C 5.61287 -7.12767 -1.85349 0.6 -1.0 0.3
N 5.55661 -8.21948 -0.80794 -0.5 1.2 -0.3
C 6.82844 -8.87832 -0.46192 -0.1 1.2 -1.2
C 4.34047 -8.52939 -0.24758 1.3 -0.7 -0.3
O 4.14819 -9.41467 0.57320 0.0 1.0 -0.6
H 4.67545 -6.93169 -2.37398 -0.3 -0.2 0.6
H 6.27367 -7.43966 -2.66226 0.2 -0.3 0.1
H 6.02841 -6.19055 -1.48299 -0.1 0.0 0.3
H 7.02380 -9.04384 0.59758 -0.6 -0.5 -0.2
H 6.95099 -9.70431 -1.16251 0.1 -0.6 0.7
H 7.59906 -8.17304 -0.77311 0.1 0.1 0.1
H 3.59850 -7.88523 -0.74430 -0.6 -0.2 0.5
C -2.05156 2.33623 -9.43912 -0.7 -0.9 0.0
N -0.67972 2.74623 -9.53694 0.2 0.1 0.2
C -0.37805 3.53506 -10.72351 0.5 0.9 0.2
C 0.10850 2.67296 -8.41422 1.3 1.5 -0.7
O 1.25543 3.11236 -8.34630 -1.1 -0.6 -0.2
H -2.05693 1.34325 -8.98960 -0.4 -0.1 -0.1
H -2.50380 2.29311 -10.42994 0.3 -0.3 -0.1
H -2.75376 2.95485 -8.88026 0.4 0.5 0.4
H -0.88099 4.49775 -10.63196 -0.2 0.2 0.0
H 0.67398 3.79123 -10.84881 0.0 -0.4 0.4
H -0.73472 3.09886 -11.65658 0.0 -0.5 0.3
H -0.36713 2.27745 -7.50343 -0.3 -0.4 -0.4
C 3.11082 4.08333 8.96027 -0.3 -2.6 -0.9
N 2.76725 4.62971 7.68778 -0.5 2.3 0.6
C 2.32366 3.72900 6.65915 -0.4 0.2 0.0
C 2.87889 5.97641 7.57587 -0.5 -0.2 -1.9
O 2.64875 6.59405 6.54147 0.2 -0.1 1.0
H 3.85931 3.38413 8.58746 1.2 -0.1 1.6
H 2.33317 3.37691 9.25068 -0.5 0.2 0.4
H 3.30170 4.76044 9.79286 0.4 0.0 -0.6
H 1.60043 3.05150 7.11305 0.0 -0.2 -0.1
H 1.81876 4.27926 5.86517 0.2 0.1 0.1
H 3.14010 3.14781 6.23051 0.1 0.0 0.0
H 3.22525 6.40629 8.52847 -0.1 0.4 -0.2
```
Forces are in eV/Å.

Löwdin atomic charge list, values in e, 8 entries: C -0.07; N -0.24; C -0.05; C -0.29; O -0.04; H 0.09; H 0.09; H 0.09

[3]
Below is a molecular structure, C58H49AsClI2N2O3PSTi, with properties calculated with wB97M-V/def2-TZVPD.

Frontier orbital gap (spin up / spin down) (eV): 6.74 / 6.74
Multiplicity: 2
Electronic energy (eV): -202864.65733
Total charge: +1
F_max (eV/A): 1.4

Geometry as XYZ:
```
119
Properties=species:S:1:pos:R:3:forces:R:3
Ti 0.30934 0.13229 -0.33139 -0.6 -0.7 0.9
C -1.33042 4.05657 -1.96321 0.0 0.0 -0.1
C 0.13863 3.83978 -2.16398 0.0 0.0 -0.1
N 0.86126 4.84378 -2.63571 0.0 0.0 -0.1
C 2.19402 4.73786 -2.71343 -0.1 0.0 0.0
C 2.89509 3.60884 -2.34155 0.1 0.2 0.0
C 4.40212 3.59159 -2.42290 -0.1 0.0 -0.1
O 4.87736 3.31797 -3.73671 0.0 0.0 0.1
C 2.13938 2.50948 -1.90560 0.8 -0.7 0.1
C 2.79700 1.19876 -1.75296 -0.1 0.8 -0.4
N 2.22594 0.12835 -1.35436 0.5 -0.6 0.1
C 2.95380 -1.11028 -1.51190 -0.4 0.6 0.0
C 4.29206 -1.23764 -1.19312 0.3 -0.1 0.1
C 4.92985 -2.46062 -1.37273 0.0 0.1 0.0
C 4.22478 -3.54693 -1.86556 -0.1 0.0 0.0
C 2.88012 -3.41371 -2.20305 0.1 0.0 0.0
C 2.25251 -2.19395 -2.02632 0.1 -0.1 -0.1
I 0.28188 -1.87535 -2.61452 -0.1 -0.1 0.0
C 0.76114 2.63198 -1.79363 -0.5 -0.3 0.1
O 0.04268 1.61419 -1.31765 0.0 1.2 -0.9
H -1.48268 5.06453 -1.57972 0.0 0.0 0.0
H -1.86752 3.98331 -2.91175 0.0 0.0 0.0
H -1.76486 3.33989 -1.26821 0.0 0.0 0.0
H 2.72641 5.60582 -3.08593 0.0 0.0 0.0
H 4.78246 4.58045 -2.17360 0.0 0.0 0.0
H 4.82926 2.90241 -1.68829 0.0 0.0 0.0
H 4.44018 2.53227 -4.08058 0.0 0.0 0.0
H 3.82099 1.13506 -2.11990 0.0 0.0 0.0
H 4.83997 -0.39017 -0.79725 0.0 0.0 0.0
H 5.97839 -2.55784 -1.12460 0.0 0.0 0.0
H 4.71977 -4.49874 -2.00421 0.0 0.0 0.0
H 2.33071 -4.25321 -2.60758 0.0 0.0 0.0
I -1.90256 -2.90332 0.58367 0.2 0.0 -0.2
C -3.98190 -2.94284 0.67252 -0.2 0.1 -0.1
C -4.44757 -3.74959 1.67202 -0.2 -0.1 0.1
C -5.82058 -4.04945 1.79540 0.2 0.0 0.1
C -6.67551 -3.57501 0.85820 -0.1 0.1 -0.1
C -6.22241 -2.73006 -0.18852 -0.1 0.0 0.0
C -7.17510 -2.31135 -1.14862 0.0 0.0 0.1
C -6.81752 -1.48983 -2.16771 0.1 0.1 -0.1
C -5.50189 -0.99706 -2.20441 -0.2 0.1 -0.2
C -4.53139 -1.35167 -1.30200 0.1 -0.1 0.2
P -3.00528 -0.26832 -1.40020 -0.1 -0.2 0.1
C -3.83469 1.35143 -1.19272 0.0 0.0 0.0
C -4.32536 2.15342 -2.22026 0.0 0.0 0.0
C -4.98270 3.34238 -1.93363 0.0 0.0 0.0
C -5.16055 3.73990 -0.61454 0.0 0.0 0.0
C -4.67626 2.94546 0.41592 0.0 0.0 0.0
C -4.01342 1.76032 0.12837 0.0 0.1 0.0
C -2.62318 -0.36098 -3.18854 0.1 0.0 0.0
C -2.82256 -1.52589 -3.93179 0.0 0.0 0.0
C -2.36331 -1.62193 -5.24171 0.0 0.0 0.0
C -1.69924 -0.55581 -5.83129 0.0 0.0 0.0
C -1.48238 0.60527 -5.09831 0.0 0.0 0.0
C -1.92805 0.69410 -3.78839 0.0 0.1 0.0
C -4.85786 -2.31733 -0.28119 0.1 0.0 0.1
H -3.74753 -4.19664 2.36379 0.0 0.0 0.0
H -6.16561 -4.68183 2.60229 0.0 0.0 0.0
H -7.72694 -3.83326 0.88486 0.0 0.0 0.0
H -8.19391 -2.66545 -1.04853 0.0 0.0 0.0
H -7.53494 -1.17635 -2.91436 0.0 0.0 0.0
H -5.26328 -0.26731 -2.97022 0.0 0.0 0.0
H -4.19625 1.85929 -3.25529 0.0 0.0 0.0
H -5.35888 3.95650 -2.74206 0.0 0.0 0.0
H -5.67679 4.66476 -0.39179 0.0 0.0 0.0
H -4.80780 3.24940 1.44646 0.0 0.0 0.0
H -3.62075 1.15398 0.93638 0.0 0.0 0.0
H -3.34366 -2.36652 -3.48949 0.0 0.0 0.0
H -2.53262 -2.53308 -5.80129 0.0 0.0 0.0
H -1.35394 -0.62764 -6.85438 0.0 0.0 0.0
H -0.96168 1.44264 -5.54621 0.0 0.0 0.0
H -1.73487 1.59475 -3.21897 0.0 0.0 0.0
Cl -0.94876 0.61369 1.58478 -0.1 0.0 0.2
O 1.03261 -1.46632 0.69945 0.6 -0.2 0.2
S 1.86647 -1.38161 1.99989 -0.2 0.3 -0.3
C 3.01267 -2.75418 1.90117 0.0 -0.2 0.0
C 3.05846 -3.30747 3.32123 -0.1 0.0 0.0
C 1.59848 -3.40065 3.78541 0.0 0.0 0.0
C 0.87122 -2.13718 3.30374 -0.1 0.0 0.1
H 3.96364 -2.39730 1.50863 0.0 0.0 0.0
H 2.56770 -3.45766 1.19173 0.0 0.0 0.0
H 3.62864 -2.64064 3.97250 0.0 0.0 0.0
H 3.55366 -4.27705 3.33470 0.0 0.0 0.0
H 1.53112 -3.48617 4.86796 0.0 0.0 0.0
H 1.12754 -4.28512 3.35567 0.0 0.0 0.0
H 0.75767 -1.37532 4.07473 0.0 0.0 0.0
H -0.10394 -2.31134 2.84916 0.0 0.0 0.1
C 6.45822 3.31276 0.90053 0.0 0.0 0.0
C 6.05475 1.98620 0.98801 -0.1 0.0 0.0
C 4.70682 1.68416 1.14159 0.1 0.1 -0.1
C 3.75648 2.70064 1.21799 0.1 0.0 -0.1
C 4.16561 4.02589 1.12637 0.1 0.0 0.0
C 5.51380 4.32828 0.96924 0.0 0.0 0.0
As 1.90358 2.16440 1.43588 0.2 -0.1 0.4
C 0.95668 3.81943 1.70159 0.0 0.0 -0.2
C 0.65887 4.78425 0.75393 0.0 0.1 0.0
C -0.14498 5.86196 1.10412 0.0 0.0 0.1
C -0.65934 5.94989 2.39285 0.0 -0.1 0.0
C -0.34037 4.99189 3.34597 -0.1 0.1 0.0
C 0.48340 3.92599 3.00854 0.0 -0.1 0.2
C 1.01901 2.91550 3.95300 -0.2 0.2 -0.1
C 0.83267 2.93181 5.33099 0.0 0.0 0.0
C 1.53823 2.05236 6.13721 0.1 0.0 -0.1
C 2.46002 1.17570 5.57336 -0.1 0.0 0.0
C 2.62684 1.13918 4.19457 0.0 -0.1 0.0
C 1.87500 1.97540 3.38301 0.2 0.0 -0.2
H 7.50645 3.55436 0.78376 0.0 0.0 0.0
H 6.78914 1.19150 0.93799 0.0 0.0 0.0
H 4.39635 0.64457 1.20915 0.0 0.0 0.0
H 3.43737 4.82564 1.17779 0.0 0.0 0.0
H 5.82722 5.36266 0.90580 0.0 0.0 0.0
H 1.06174 4.72265 -0.25024 0.0 0.1 0.3
H -0.37016 6.62647 0.37178 0.0 0.0 0.0
H -1.30226 6.77776 2.66167 0.0 0.0 0.0
H -0.72974 5.08646 4.35164 0.0 0.0 0.0
H 0.15927 3.64901 5.78252 0.0 0.0 0.0
H 1.40298 2.08021 7.21035 0.0 0.0 0.0
H 3.05895 0.53469 6.20829 0.0 0.0 0.0
H 3.38036 0.48421 3.77343 0.0 -0.1 -0.1
```
Forces are in eV/Å.

Löwdin atomic charge list, values in e, 8 entries: Ti 0.44; C 0.00; C -0.28; N 0.14; C -0.07; C -0.14; C -0.21; O -0.03

The lowest F_max belongs to which entry?
C58H49AsClI2N2O3PSTi

What did the first record say?
Below is a molecular structure, CH3BrNO2S, with properties calculated with wB97M-V/def2-TZVPD.

Frontier orbital gap (eV): 7.36
Electronic energy (eV): -87547.87066
Total charge: -1
F_max (eV/A): 4.5

Geometry as XYZ:
```
9
Properties=species:S:1:pos:R:3:forces:R:3
C -0.64730 -1.45260 -1.12305 1.1 0.3 -1.9
N -0.04324 0.30482 0.60680 4.5 -0.6 -0.1
O 1.96573 -0.77559 -0.64187 -1.6 -0.6 1.2
O 0.73677 -2.09805 1.10571 0.0 -0.4 0.3
S 0.68806 -1.20558 -0.01013 0.2 3.1 -1.3
Br -0.43010 -3.40034 -1.74433 0.0 0.5 -0.1
H -0.22782 -0.77296 -2.04955 -1.0 -1.8 1.9
H -0.04507 0.97558 -0.13119 0.2 0.4 -0.6
H -0.94432 0.08103 0.79494 -3.4 -0.9 0.7
```
Forces are in eV/Å.

natural (NBO) atomic charge list, values in e, 8 entries: C -0.90; N -1.04; O -0.99; O -0.96; S 2.17; Br -0.19; H 0.18; H 0.36